No. 1
# C2Cl2O2S

A molecular structure, C2Cl2O2S (ωB97M-V/def2-TZVPD, the Open Molecules 2025 dataset).

Computed properties:
Charge: 0
ΔE to the lowest compared entry with this formula, charge and spin in kJ/mol: 0.0

Last column: Löwdin charge in e.
Atoms and positions in Å:
C -0.8763 0.3132 0.0695  -0.0618
C -1.8370 -0.3376 -0.1335  -0.7800
O 2.2046 0.8311 0.8228  -0.3240
O 1.6668 0.4851 -1.6071  -0.3585
S 1.5206 0.1515 -0.1776  0.4170
Cl -3.3835 -0.6614 0.2361  0.7170
Cl 1.7584 -1.8515 0.1333  0.3903

Atomic forces in eV per Å
8.3 1.7 0.0
-3.7 -1.5 0.2
0.7 0.9 1.6
-0.2 -1.1 3.4
-3.9 -0.1 -4.8
-1.0 -0.7 -0.3
-0.2 0.7 -0.2

***

No. 2
# C60H50F10

10 unconnected molecules or ions with the total composition C60H50F10 (ωB97M-V/def2-TZVPD, the Open Molecules 2025 dataset).

Computed properties:
Charge: 0
Structure (SMILES): Fc1ccccc1.Fc1ccccc1.Fc1ccccc1.Fc1ccccc1.Fc1ccccc1.Fc1ccccc1.Fc1ccccc1.Fc1ccccc1.Fc1ccccc1.Fc1ccccc1
ΔE to the lowest compared entry with this formula, charge and spin in kJ/mol: 243.8

Last column: Löwdin charge in e.
Atoms and positions in Å:
F -7.3588 -0.1722 -3.0786  0.0456
C -6.3388 -0.4812 -3.9341  -0.2791
C -5.4908 0.5529 -4.3717  -0.0250
C -4.4133 0.3510 -5.2373  -0.0671
C -4.2451 -0.9823 -5.7206  -0.0717
C -5.0693 -2.0166 -5.2066  -0.0743
C -6.1089 -1.7367 -4.3418  -0.0492
H -5.5885 1.5272 -3.9162  0.1082
H -3.8449 1.2358 -5.4830  0.0987
H -3.6079 -1.1490 -6.5765  0.0906
H -4.9750 -3.0186 -5.5984  0.1007
H -6.8306 -2.4661 -4.0051  0.1225
F -2.2073 -1.1507 -0.0733  0.0716
C -0.9405 -0.7356 -0.1551  -0.2906
C -0.3183 -0.1577 0.9101  -0.0382
C 1.0153 0.2573 0.8712  -0.0696
C 1.7301 0.0837 -0.3195  -0.0858
C 1.0671 -0.4596 -1.4190  -0.1036
C -0.2320 -0.8499 -1.3665  -0.0185
H -0.9047 0.0690 1.7882  0.1143
H 1.3294 0.7324 1.7888  0.1022
H 2.7612 0.3957 -0.3957  0.0972
H 1.6794 -0.5488 -2.3041  0.1048
H -0.7825 -1.2150 -2.2209  0.1158
F -4.4639 -11.1937 0.6648  0.0392
C -3.5681 -10.1659 0.7498  -0.2591
C -2.2877 -10.3663 1.2578  -0.0240
C -1.3194 -9.3738 1.1831  -0.0738
C -1.7482 -8.1450 0.6603  -0.0984
C -3.0426 -7.9291 0.2063  -0.0922
C -3.9470 -8.9574 0.1946  -0.0282
H -2.0009 -11.2881 1.7420  0.1115
H -0.3042 -9.4206 1.5483  0.1040
H -1.0234 -7.3449 0.6875  0.0959
H -3.3996 -6.9519 -0.0835  0.1063
H -4.9478 -8.7913 -0.1756  0.1187
F 11.1693 -0.7552 5.9523  0.0634
C 10.7967 -0.2412 4.7797  -0.2641
C 9.5793 -0.6713 4.2013  -0.0278
C 9.1024 -0.0088 3.1212  -0.1076
C 9.7777 1.1050 2.6112  -0.0792
C 11.0512 1.5018 3.1484  -0.0801
C 11.5140 0.8696 4.2799  -0.0242
H 9.1641 -1.5768 4.6185  0.1159
H 8.1570 -0.2792 2.6744  0.1045
H 9.4480 1.6258 1.7244  0.0906
H 11.4205 2.4400 2.7614  0.0981
H 12.4446 1.2111 4.7086  0.1105
F 0.0997 2.5861 7.0414  0.0510
C -0.0029 3.8772 7.4165  -0.2630
C -1.0637 4.6927 6.9630  -0.0056
C -1.1176 6.0224 7.4330  -0.0906
C -0.1366 6.4919 8.2957  -0.0889
C 0.9982 5.6912 8.5709  -0.0918
C 1.0950 4.4307 8.0793  -0.0369
H -1.8374 4.2929 6.3244  0.1080
H -1.8740 6.6525 6.9888  0.1008
H -0.2225 7.5171 8.6243  0.0955
H 1.7938 6.1016 9.1750  0.1038
H 2.0164 3.8805 8.2006  0.1180
F 1.0506 -2.6742 -8.6834  0.0395
C 0.3121 -3.7984 -8.4438  -0.2784
C 0.6746 -4.5778 -7.3148  0.0022
C -0.0482 -5.7539 -7.0299  -0.0552
C -1.0651 -6.1191 -7.9520  -0.0976
C -1.3909 -5.2965 -9.0056  -0.1004
C -0.6861 -4.1411 -9.2558  -0.0435
H 1.5301 -4.2738 -6.7299  0.1089
H 0.1646 -6.4704 -6.2503  0.0985
H -1.6985 -6.9913 -7.8843  0.0970
H -2.2145 -5.6248 -9.6222  0.1059
H -0.9292 -3.6391 -10.1806  0.1230
F 5.1581 4.6333 2.7913  0.0639
C 5.3197 5.8907 3.2122  -0.2961
C 4.2100 6.5413 3.7422  -0.0129
C 4.4456 7.7609 4.3614  -0.0985
C 5.6617 8.4189 4.3047  -0.0839
C 6.7151 7.7660 3.6406  -0.0800
C 6.5592 6.4703 3.1648  -0.0247
H 3.2047 6.1571 3.8324  0.1153
H 3.5094 8.0960 4.7828  0.1017
H 5.8177 9.4017 4.7243  0.0979
H 7.6535 8.2874 3.5221  0.1012
H 7.4405 5.9965 2.7582  0.1159
F 9.2390 -2.6254 -5.9675  0.0475
C 8.1241 -1.8511 -5.9216  -0.2820
C 7.3356 -1.7599 -7.0750  -0.0074
C 6.2808 -0.8340 -7.1285  -0.0788
C 6.0880 -0.0528 -6.0111  -0.1148
C 6.8574 -0.1108 -4.8314  -0.0591
C 7.8571 -1.0987 -4.8147  -0.0316
H 7.5993 -2.2824 -7.9826  0.1110
H 5.7889 -0.5694 -8.0528  0.1056
H 5.3158 0.6981 -5.9320  0.0943
H 6.7697 0.5874 -4.0121  0.1015
H 8.5231 -1.1764 -3.9681  0.1138
F -8.4515 -4.6211 1.1132  0.0575
C -8.8070 -3.4249 1.6221  -0.3163
C -10.1296 -2.9804 1.5903  -0.0070
C -10.4705 -1.7030 2.0948  -0.0430
C -9.3831 -0.8770 2.5127  -0.1111
C -8.1481 -1.3892 2.5928  -0.0975
C -7.8220 -2.6765 2.1045  -0.0158
H -10.8381 -3.7027 1.2126  0.1102
H -11.5045 -1.4036 2.1812  0.0972
H -9.5797 0.0758 2.9816  0.0997
H -7.3975 -0.7777 3.0713  0.1053
H -6.7992 -3.0117 2.1931  0.1211
F -3.6724 6.9664 1.8962  0.0554
C -4.7441 6.2788 1.4691  -0.2991
C -4.5585 4.9123 1.4128  -0.0145
C -5.6518 4.1389 1.0487  -0.0938
C -6.9006 4.6745 0.8187  -0.1035
C -7.0833 6.0461 0.9358  -0.0688
C -5.9707 6.8723 1.2491  -0.0084
H -3.5885 4.4883 1.6267  0.1171
H -5.5137 3.0723 0.9512  0.1036
H -7.6710 3.9960 0.4831  0.1014
H -8.0278 6.5285 0.7316  0.0996
H -6.1056 7.9385 1.3560  0.1109

Atomic forces in eV per Å
0.6 -0.3 -0.6
0.8 2.7 0.1
0.2 0.2 0.8
-1.5 -1.8 0.4
-0.9 0.7 0.5
0.9 1.1 -1.3
-0.8 -1.5 0.2
-0.3 0.2 -0.1
0.3 -0.3 -0.4
0.4 -0.3 0.3
0.1 -0.1 0.0
0.2 -0.5 0.0
-0.2 0.0 0.0
1.4 0.1 -1.3
-0.2 0.5 0.9
-0.7 -0.3 -0.8
-0.5 0.2 1.2
1.6 0.4 0.1
-1.9 -0.5 0.5
-0.1 -0.2 0.2
0.7 0.1 -0.2
0.0 0.0 0.0
-0.3 -0.1 -0.4
0.2 -0.2 -0.2
0.6 0.4 0.5
0.1 -0.2 -0.7
0.4 -0.8 0.4
-1.6 1.4 -0.6
0.7 0.1 0.3
0.5 0.3 0.2
-0.4 -0.5 0.4
-0.3 -0.3 -0.2
-0.1 -0.5 0.1
-0.1 0.3 -0.2
0.3 0.1 -0.2
-0.1 -0.2 0.0
0.3 -0.5 0.2
-0.8 1.6 -1.0
2.3 -0.7 1.7
-0.4 1.5 -1.4
1.9 -0.2 0.3
-3.1 -0.2 -0.5
0.0 -1.0 0.1
-0.4 0.1 0.0
0.0 -0.2 0.0
-0.4 0.0 0.1
0.7 -0.2 0.0
0.0 -0.2 0.4
-0.3 0.1 -0.1
0.0 1.2 -1.0
0.9 -0.5 1.2
0.5 -1.2 -0.5
0.3 -0.3 -0.5
-1.1 1.8 0.3
-0.4 -1.1 -0.2
0.0 -0.1 0.0
-0.2 0.2 0.4
0.3 0.0 0.2
0.1 0.1 -0.1
-0.2 -0.3 0.1
-0.4 -0.5 0.0
2.1 0.2 2.3
-0.7 -0.5 -0.3
-0.4 0.3 -1.9
0.0 0.5 0.7
-0.2 -0.9 0.5
-1.5 -0.2 -2.0
0.0 0.1 0.1
0.4 0.4 0.3
0.3 -0.3 0.6
0.1 0.3 -0.3
0.2 0.6 0.2
0.1 -0.5 -0.4
-1.0 -0.1 0.4
1.2 0.2 0.4
-1.1 -0.2 -0.5
0.5 -0.5 -0.5
-0.8 0.5 0.7
0.7 0.8 -0.2
0.2 -0.5 -0.3
0.4 1.0 0.5
-0.1 0.0 0.1
0.2 -0.1 0.1
-0.2 -0.4 -0.2
-0.5 0.1 0.2
-0.5 -0.2 -1.5
0.0 0.5 -0.2
1.4 -0.2 0.7
-0.5 1.4 2.0
0.5 -1.8 -1.7
0.2 1.1 1.1
0.2 -0.3 0.1
-0.3 -0.5 0.0
-0.2 0.1 -0.7
-0.3 -0.1 0.0
0.1 -0.1 0.1
-0.6 -0.4 -0.1
-1.0 -0.4 -0.9
-0.4 0.4 0.4
1.8 -1.0 -0.6
-3.0 -0.3 0.5
1.9 -0.9 -0.3
1.5 2.4 1.6
-0.4 0.2 0.0
0.0 0.1 -0.2
-0.1 0.2 -0.2
0.3 -0.1 -0.1
0.0 -0.2 -0.2
0.0 0.8 -0.2
0.0 -0.6 0.6
-0.7 -0.1 -0.4
0.7 -0.5 0.2
-0.1 0.4 -0.3
1.2 0.5 -0.1
-0.9 -0.5 -0.1
0.0 0.0 0.0
0.0 -0.1 0.0
-0.3 0.2 0.1
-0.1 -0.1 0.1
0.1 0.1 0.0

***

No. 3
# C50H46Cl2IrN7O3S

A molecular structure, C50H46Cl2IrN7O3S (ωB97M-V/def2-TZVPD, the Open Molecules 2025 dataset).

Computed properties:
Multiplicity: 2
Charge: +1
⟨S²⟩: 0.7773
ΔE to the lowest compared entry with this formula, charge and spin in kJ/mol: 495.9

Last column: Löwdin spin population.
Atoms and positions in Å:
Ir -0.1979 0.1323 -0.4546  0.1834
C -5.7213 -0.8920 -4.1802  0.0074
C -4.2881 -0.6996 -3.7767  0.0406
C -3.5182 0.3254 -4.3298  -0.0075
C -2.2294 0.5625 -3.9066  0.0429
C -1.6337 -0.2280 -2.9182  0.0223
N -0.3573 0.0274 -2.4188  0.3769
C 0.6518 0.3902 -3.3223  0.0261
C 0.5770 -0.3157 -4.5459  0.0712
C 1.3817 -0.0687 -5.6271  -0.0105
C 2.3693 0.9097 -5.5595  0.0787
C 3.2823 1.1978 -6.7152  0.0143
C 2.5023 1.5683 -4.3513  -0.0079
C 1.7050 1.3511 -3.2210  0.0765
N 1.6061 2.3545 -0.7638  -0.0006
C 2.1902 3.7477 -0.6085  0.0002
C 3.2528 3.4808 0.4013  0.0010
C 3.0106 2.2053 0.9174  0.0006
N 2.0972 1.5225 0.2669  0.0041
C -2.3857 -1.2932 -2.4101  0.0404
C -3.6996 -1.5020 -2.8111  -0.0025
N -1.8130 -2.2293 -1.4958  0.0039
C -2.0111 -3.5643 -1.5004  0.0005
C -1.4246 -4.0816 -0.3712  0.0015
C -0.8773 -2.9755 0.2863  0.0017
N -1.1192 -1.8589 -0.3914  0.0014
H -5.8596 -0.6997 -5.2436  0.0012
H -6.3683 -0.2003 -3.6358  0.0029
H -6.0637 -1.9040 -3.9685  0.0003
H -3.9520 0.9655 -5.0883  -0.0007
H -1.6545 1.3771 -4.3291  0.0003
H -0.1718 -1.0930 -4.6238  0.0010
H 1.2496 -0.6492 -6.5320  -0.0021
H 2.8274 0.8984 -7.6584  0.0009
H 4.2221 0.6517 -6.6137  0.0059
H 3.5222 2.2591 -6.7754  0.0019
H 3.2917 2.3092 -4.2662  -0.0017
H 1.4552 4.4875 -0.2776  0.0000
H 3.9919 4.1920 0.7302  0.0001
H 3.5145 1.7277 1.7463  0.0000
H -4.2636 -2.3097 -2.3601  -0.0007
H -2.5459 -4.0356 -2.3071  -0.0001
H -1.3816 -5.1117 -0.0665  0.0000
H -0.3108 -2.9326 1.2030  0.0001
N -2.0711 0.8910 0.0283  0.0020
C -2.7879 1.7732 -0.8640  0.0006
C -4.1598 1.6005 -0.9431  0.0001
C -4.9378 2.4165 -1.7437  0.0000
C -4.3173 3.4224 -2.4594  -0.0004
C -2.9443 3.5910 -2.3761  0.0002
C -2.1259 2.7751 -1.5860  0.0009
C -0.6356 2.9731 -1.5296  0.0006
C -0.1031 4.0760 -2.3639  0.0002
C 1.1488 4.3640 -2.7273  -0.0004
C 2.3815 3.7413 -2.1594  0.0028
C 2.2991 2.1871 -2.0920  0.0080
C 0.1450 2.0740 -0.8859  -0.0004
H -2.6462 0.0595 0.1547  0.0002
H -2.0402 1.3235 0.9856  0.0010
H -4.6234 0.8117 -0.3604  0.0000
H -6.0086 2.2723 -1.7955  0.0000
H -4.8959 4.0839 -3.0903  0.0000
H -2.5242 4.3899 -2.9624  0.0000
H -0.8429 4.6935 -2.8434  0.0000
H 1.2913 5.1588 -3.4492  0.0000
H 3.2955 4.1689 -2.5599  0.0000
H 3.2814 1.7985 -1.8205  0.0031
Cl -0.8987 -2.9887 4.0160  0.0000
C 0.2369 -2.6477 5.2843  0.0000
C -0.2635 -2.5129 6.5700  0.0000
C 0.5650 -2.1196 7.6058  0.0000
C 1.8983 -1.8455 7.3453  0.0000
C 2.3895 -2.0121 6.0658  0.0000
Cl 4.0670 -1.6496 5.7661  0.0000
C 1.5937 -2.4460 4.9926  0.0000
N 2.1416 -2.5586 3.7271  0.0001
C 2.0019 -3.6495 2.8494  0.0000
C 1.5645 -4.8897 3.3069  0.0000
C 1.4488 -5.9621 2.4398  0.0000
C 1.8025 -5.8219 1.1068  0.0000
C 2.2733 -4.5977 0.6594  0.0001
C 2.3732 -3.4993 1.5060  0.0000
C 2.8653 -2.1894 0.9282  0.0000
C 1.7137 -1.2757 0.5762  -0.0006
O 1.5327 -1.0006 -0.6525  0.0007
O 0.9258 -0.8310 1.4445  0.0013
H -1.3152 -2.6983 6.7393  0.0000
H 0.1717 -2.0114 8.6067  0.0000
H 2.5669 -1.5186 8.1292  0.0000
H 2.9983 -2.0408 3.6116  0.0000
H 1.3206 -5.0136 4.3541  0.0000
H 1.1028 -6.9157 2.8164  0.0000
H 1.7317 -6.6601 0.4267  0.0000
H 2.5661 -4.4800 -0.3777  0.0000
H 3.4149 -2.3852 0.0099  -0.0001
H 3.5397 -1.6596 1.6055  0.0000
O -1.9079 1.6992 2.6090  0.0002
S -0.4103 1.6597 2.8057  0.0027
C 0.0153 3.0766 3.8705  0.0007
C 0.7897 2.5271 5.0641  0.0001
C 0.1066 1.2098 5.4220  0.0001
C -0.0318 0.4573 4.1069  0.0002
H -0.9550 3.4828 4.1630  0.0001
H 0.5544 3.8164 3.2812  0.0000
H 0.7913 3.2397 5.8888  0.0000
H 1.8321 2.3437 4.7889  0.0000
H -0.8798 1.4070 5.8478  0.0000
H 0.6737 0.6265 6.1481  0.0000
H -0.8306 -0.2822 4.0714  0.0000
H 0.8925 -0.0275 3.7908  0.0000

Atomic forces in eV per Å
-1.0 -0.7 -1.4
0.0 0.0 0.0
0.0 0.1 0.0
-0.1 0.0 0.0
0.3 0.1 0.0
-0.4 -0.6 -0.3
0.1 0.9 1.0
0.1 0.0 -0.4
-0.2 -0.1 -0.1
0.0 -0.2 -0.1
0.0 -0.1 -0.1
-0.1 0.0 0.0
-0.2 0.0 0.2
0.5 0.1 0.3
-0.7 -0.5 0.2
0.0 0.2 -0.1
0.4 -0.9 0.6
0.9 2.3 -1.3
-0.7 -1.9 0.9
0.0 -0.1 0.3
0.1 0.0 0.0
-0.1 0.1 -0.1
0.0 -0.1 0.1
0.0 0.0 -0.1
0.0 0.1 0.0
0.3 -0.2 0.1
0.0 0.0 0.0
0.0 0.0 0.0
0.0 0.0 0.0
0.0 0.0 0.0
0.0 0.0 0.0
0.0 0.0 0.0
0.0 0.0 0.0
0.0 0.0 0.0
0.0 0.0 0.0
0.0 0.0 0.0
0.0 0.0 0.0
0.0 0.1 -0.2
-0.2 0.1 0.1
0.1 0.0 0.0
0.0 0.0 0.0
0.0 0.0 0.0
0.0 0.0 0.0
0.0 0.0 0.0
0.0 -0.2 -0.2
0.0 0.2 -0.1
0.0 -0.1 0.0
0.0 0.0 0.0
0.0 0.0 0.0
-0.1 0.0 0.0
0.1 0.0 -0.1
-0.1 -0.3 0.1
0.0 0.1 -0.1
0.1 -0.1 -0.2
-0.1 0.1 0.0
-0.3 0.2 0.6
1.4 0.5 0.3
0.0 0.1 0.1
0.1 0.1 0.2
0.0 0.0 0.0
0.0 0.0 0.0
0.0 0.0 0.0
0.0 0.0 0.0
0.0 0.0 0.1
-0.1 0.1 0.0
0.1 -0.1 0.0
0.0 -0.1 -0.1
0.0 -0.1 0.0
0.1 0.0 0.0
0.0 0.0 0.0
0.0 0.0 0.0
0.0 0.0 0.0
0.1 0.0 0.0
-0.1 0.0 0.0
0.0 0.0 0.1
0.0 0.1 -0.2
0.1 0.0 0.1
-0.1 0.0 0.0
0.0 0.0 0.0
0.0 0.0 0.0
0.0 0.0 0.0
0.0 0.0 0.0
-0.1 0.0 0.1
0.2 0.1 0.3
0.0 0.4 -0.3
-0.4 0.2 -0.4
0.0 0.0 0.0
0.0 0.0 0.0
0.0 0.0 0.0
0.0 0.0 0.0
0.0 0.0 0.0
0.0 0.0 0.0
0.0 0.0 0.0
0.0 0.0 0.0
0.0 0.0 0.0
-0.1 0.0 0.0
-0.3 0.0 0.0
0.5 0.2 0.0
0.0 0.0 0.0
0.0 0.0 0.0
0.0 0.0 0.0
-0.1 0.0 0.0
0.0 0.0 0.0
0.0 0.0 0.0
0.0 0.0 0.0
0.0 0.0 0.0
0.0 0.0 0.0
0.0 0.0 0.0
0.0 0.0 0.0
0.0 0.0 0.0

***

No. 4
# C7H3NO4S

A gas-phase ion, C7H3NO4S (charge -2) (ωB97M-V/def2-TZVPD, the Open Molecules 2025 dataset).

Computed properties:
Charge: -2
Structure (SMILES): O=C([O-])C1=CC(=S)C=CC1=[N+]([O-])[O-]
Electronic energy in hartree: -1022.37112

Last column: Löwdin charge in e.
Atoms and positions in Å:
O 1.5315 2.2764 1.5966  -0.1571
C 1.5063 1.6958 0.4042  -0.6673
O 2.1161 2.0647 -0.6219  -0.0585
C 0.3207 0.7297 0.2869  -0.0552
C -1.0164 1.2617 0.1391  -0.0921
C -2.0426 0.3879 -0.1812  -0.8143
S -3.7146 1.0371 -0.0900  0.2004
C -1.7689 -0.8936 -0.5572  -0.1767
C -0.4462 -1.4194 -0.4866  -0.0301
C 0.6312 -0.6549 0.0589  -0.0987
N 1.9374 -1.3528 0.1984  -0.3084
O 1.9092 -2.6098 0.2057  -0.0525
O 3.0748 -0.8557 0.3606  0.0217
H -1.1603 2.2789 0.5350  0.1076
H -2.5867 -1.4885 -1.0379  0.0890
H -0.2914 -2.4576 -0.8106  0.0920

Atomic forces in eV per Å
0.4 -1.8 -2.8
-0.8 3.5 3.0
-0.4 -1.1 0.7
1.0 -0.3 -1.3
3.2 -1.2 1.5
-2.4 2.8 0.6
0.7 -0.6 -0.3
1.8 -2.8 -1.3
-1.0 -0.1 0.5
-1.7 0.4 -0.9
2.0 -1.3 0.6
-1.1 1.0 -0.3
-2.6 1.0 -0.3
-0.1 -0.6 -0.7
0.9 0.4 0.7
0.1 0.5 0.2

***

No. 5
# C3H9IN4O2

C3H9IN4O2 in the gas phase (ωB97M-V/def2-TZVPD, the Open Molecules 2025 dataset).

Computed properties:
Charge: 0
Structure (SMILES): C[C@@](I)(/N=N/N)[C@@H](O)ON
ΔE to the lowest compared entry with this formula, charge and spin in kJ/mol: 119.0

Last column: Löwdin charge in e.
Atoms and positions in Å:
C 1.1535 -0.9577 -1.0622  -0.1789
C 0.8460 0.2871 -0.2508  -0.7248
I 2.8556 1.3534 0.1278  0.6182
N -0.0984 1.1438 -0.8895  -0.0599
N 0.2264 2.2442 -1.3890  -0.1174
N -0.8458 2.9494 -1.6760  -0.0335
C 0.0605 -0.0460 1.3755  -0.4338
O -0.1644 1.1781 1.8508  -0.0206
O -1.0824 -0.8512 1.2002  -0.1543
N -0.7445 -2.2405 1.2632  0.0346
H 1.9874 -1.5226 -0.4731  0.0850
H 0.2291 -1.5747 -0.9459  0.0572
H 1.4117 -0.6452 -2.1884  0.1185
H -1.8706 2.5287 -1.5992  0.1513
H -0.6854 3.7021 -2.4601  0.1395
H 0.8770 -0.6495 2.0008  0.1690
H -1.1255 1.4412 1.6377  0.1627
H -1.6430 -2.7880 1.2699  0.1170
H -0.2086 -2.3603 2.1105  0.0701

Atomic forces in eV per Å
0.7 -0.3 0.0
-0.1 0.2 1.4
-1.0 -0.5 0.0
0.4 0.2 0.3
-0.4 -1.8 1.0
-2.8 2.6 -2.8
3.7 -2.1 -2.7
-3.1 1.1 0.7
-0.1 0.8 0.4
-0.4 -0.6 -0.9
-1.3 0.9 -1.6
0.7 0.2 -0.7
-0.4 -1.1 2.6
3.1 0.7 -0.3
-0.4 -2.2 2.3
-1.6 1.5 -1.1
2.1 -0.5 0.3
1.2 1.2 0.3
-0.3 -0.3 0.5

***

No. 6
# C3H8O

2 unconnected molecules or ions with the total composition C3H8O (ωB97M-V/def2-TZVPD, the Open Molecules 2025 dataset).

Computed properties:
Multiplicity: 2
Charge: -1
⟨S²⟩: 0.7504
ΔE to the lowest compared entry with this formula, charge and spin in kJ/mol: 182.0

Last column: Löwdin spin population.
Atoms and positions in Å:
C 0.1596 1.6417 -1.2596  0.0979
C -0.4298 0.3215 -1.0917  0.1185
C -0.4457 -0.6993 -1.9734  0.0758
H -0.2689 1.7953 -2.1847  0.0043
H -0.0580 2.5087 -0.5565  0.0264
H 1.2738 1.7137 -1.3770  0.0134
H -0.8387 0.0095 -0.0069  0.0579
H -1.0123 -1.4807 -2.1143  0.0096
H -0.0963 -0.4969 -2.9183  0.0036
H 0.6971 -2.4978 4.2833  0.1014
H 0.7830 -1.0425 4.4831  0.1175
O 0.2362 -1.7731 4.7159  0.3735

Atomic forces in eV per Å
2.0 1.5 1.2
-1.1 -4.2 4.2
1.6 5.6 1.2
-0.5 1.8 -2.4
-0.3 -1.5 -0.6
-0.9 -0.6 0.1
0.6 1.0 -2.4
-2.9 -4.5 1.1
1.5 0.9 -2.3
0.1 -0.4 -0.3
0.8 1.5 -0.5
-0.9 -1.0 0.7

***

| no. | strongest force on any atom (hartree/bohr) |
| --- | --- |
| 1 | 0.166 |
| 2 | 0.062 |
| 3 | 0.054 |
| 4 | 0.091 |
| 5 | 0.098 |
| 6 | 0.118 |